*i*
{"formula": "H12O6", "method": "ωB97M-V/def2-TZVPD", "symbols": ["O", "H", "H", "O", "H", "H", "O", "H", "H", "O", "H", "H", "O", "H", "H", "O", "H", "H"], "coordinates": [[-0.85, 0.40, -0.57], [0.06, 0.22, -0.81], [-1.08, -0.30, 0.05], [0.26, 0.18, 1.92], [0.59, 1.07, 1.74], [-0.56, 0.32, 2.39], [-2.04, 2.54, -1.70], [-2.75, 2.11, -2.18], [-1.64, 1.84, -1.19], [2.23, -1.51, 1.38], [2.41, -0.94, 0.62], [1.37, -1.24, 1.68], [-1.83, -2.64, -1.28], [-2.64, -2.18, -1.07], [-1.81, -3.39, -0.67], [2.56, 0.85, -0.06], [3.38, 0.98, -0.54], [2.34, 1.71, 0.28]], "lowdin_charge": [-0.05, 0.05, 0.04, -0.04, 0.05, 0.07, -0.07, 0.02, -0.04, -0.08, -0.02, -0.02, -0.05, 0.03, 0.03, -0.03, 0.06, 0.05], "e_homo_ev": -10.3, "smiles": "O.O.O.O.O.O", "homo_lumo_gap_ha": 0.381}



*ii*
{"formula": "H12O6", "method": "ωB97M-V/def2-TZVPD", "symbols": ["O", "H", "H", "O", "H", "H", "O", "H", "H", "O", "H", "H", "O", "H", "H", "O", "H", "H"], "coordinates": [[-0.40, 0.39, 2.77], [-0.19, 0.48, 1.85], [-0.91, 1.17, 2.89], [-1.71, -1.98, -1.12], [-1.97, -2.00, -0.20], [-2.00, -1.11, -1.49], [-0.71, 0.47, -3.11], [-1.32, -0.15, -3.54], [-0.41, 1.04, -3.76], [1.30, 1.78, -1.44], [0.58, 2.39, -1.49], [0.94, 0.95, -1.16], [0.26, -0.36, 0.11], [-0.40, -0.82, -0.45], [0.95, -0.93, 0.45], [2.16, -0.56, 2.88], [2.61, -0.46, 3.74], [1.25, -0.28, 3.08]], "lowdin_charge": [-0.03, 0.00, 0.03, -0.05, 0.05, 0.06, -0.02, 0.05, 0.00, -0.05, 0.01, -0.04, -0.05, 0.02, 0.07, -0.09, 0.05, -0.02], "e_homo_ev": -10.6, "smiles": "O.O.O.O.O.O", "homo_lumo_gap_ha": 0.400}



Quick one: least stable of them? *i*



*i*
{"formula": "H12O6", "method": "ωB97M-V/def2-TZVPD", "symbols": ["O", "H", "H", "O", "H", "H", "O", "H", "H", "O", "H", "H", "O", "H", "H", "O", "H", "H"], "coordinates": [[2.35, -1.14, -0.67], [2.95, -1.85, -0.34], [1.50, -1.20, -0.09], [0.15, -1.56, 0.93], [-0.68, -1.63, 0.36], [-0.18, -0.70, 1.36], [-2.34, -1.44, -0.53], [-2.92, -1.89, 0.17], [-2.67, -0.47, -0.38], [-2.45, 1.38, -0.37], [-1.44, 1.39, -0.05], [-2.54, 1.71, -1.28], [2.28, 1.27, -0.23], [2.41, 0.21, -0.30], [2.82, 1.58, -1.09], [0.01, 1.05, 0.90], [-0.04, 2.14, 1.34], [0.78, 1.13, 0.26]], "lowdin_charge": [-0.07, 0.11, 0.06, -0.12, 0.04, 0.06, -0.13, 0.09, 0.05, -0.13, 0.06, 0.05, -0.19, -0.01, 0.13, -0.20, 0.23, -0.01], "e_homo_ev": -11.1, "smiles": "O.O.O.O.O.O", "homo_lumo_gap_ha": 0.427}



*ii*
{"formula": "H12O6", "method": "ωB97M-V/def2-TZVPD", "symbols": ["O", "H", "H", "O", "H", "H", "O", "H", "H", "O", "H", "H", "O", "H", "H", "O", "H", "H"], "coordinates": [[0.84, -0.06, 0.24], [1.85, -0.22, 0.24], [0.40, -0.37, 1.01], [4.25, 0.83, 0.91], [4.67, -0.02, 1.08], [3.50, 0.65, 1.42], [-4.68, -1.40, 0.88], [-4.87, -1.89, 1.75], [-3.79, -1.03, 0.87], [2.82, -2.46, -1.08], [2.40, -1.63, -0.89], [3.45, -2.21, -1.69], [-1.19, 4.11, -0.81], [-0.70, 4.86, -0.45], [-1.33, 3.52, -0.07], [-2.23, -0.81, -1.11], [-2.86, -0.31, -0.69], [-2.54, -1.56, -1.63]], "lowdin_charge": [-0.06, 0.05, 0.02, -0.03, 0.06, -0.02, -0.09, 0.08, 0.00, 0.00, 0.00, -0.01, -0.06, 0.04, 0.02, -0.01, -0.03, 0.06], "e_homo_ev": -11.4, "smiles": "O.O.O.O.O.O", "homo_lumo_gap_ha": 0.429}



Quick one: least stable of them? *ii*



*i*
{"formula": "H12O6", "method": "ωB97M-V/def2-TZVPD", "symbols": ["O", "H", "H", "O", "H", "H", "O", "H", "H", "O", "H", "H", "O", "H", "H", "O", "H", "H"], "coordinates": [[-0.77, 0.48, -0.80], [0.13, 0.48, -1.10], [-0.98, -0.47, -0.82], [-2.52, -0.55, 2.11], [-1.60, -0.34, 2.25], [-2.70, -0.77, 1.21], [1.91, -0.14, -1.04], [2.06, 0.01, -0.12], [1.52, -1.00, -1.09], [-1.85, -2.19, -0.28], [-0.97, -2.58, -0.47], [-2.44, -2.88, -0.43], [-0.09, 1.24, 1.92], [0.41, 0.45, 1.76], [-0.58, 1.27, 1.05], [2.65, 2.49, -1.12], [3.37, 2.86, -1.55], [2.44, 1.62, -1.50]], "lowdin_charge": [-0.04, -0.01, 0.01, -0.05, 0.00, -0.01, -0.01, 0.05, 0.05, -0.02, 0.07, 0.03, -0.07, 0.00, 0.04, -0.03, 0.00, 0.00], "e_homo_ev": -10.6, "smiles": "O.O.O.O.O.O", "homo_lumo_gap_ha": 0.372}



*ii*
{"formula": "H12O6", "method": "ωB97M-V/def2-TZVPD", "symbols": ["O", "H", "H", "O", "H", "H", "O", "H", "H", "O", "H", "H", "O", "H", "H", "O", "H", "H"], "coordinates": [[1.21, -1.28, 0.95], [0.31, -1.60, 1.06], [1.21, -0.89, 0.06], [-1.57, -1.55, -1.67], [-2.33, -1.91, -2.15], [-1.55, -0.63, -1.93], [-3.54, -1.19, -0.13], [-3.47, -0.63, 0.66], [-4.49, -1.31, -0.24], [-1.46, 1.05, 2.04], [-0.58, 0.70, 1.85], [-1.31, 1.98, 2.21], [4.80, -1.31, -0.11], [5.48, -1.99, -0.02], [4.05, -1.77, -0.50], [0.63, 4.28, -1.02], [1.45, 4.70, -0.73], [0.73, 3.36, -0.74]], "lowdin_charge": [-0.06, 0.04, 0.03, -0.08, 0.03, 0.03, -0.06, 0.03, 0.04, -0.06, 0.02, 0.04, -0.06, 0.03, 0.03, -0.06, 0.04, 0.03], "e_homo_ev": -10.8, "smiles": "O.O.O.O.O.O", "homo_lumo_gap_ha": 0.405}



*iii*
{"formula": "H12O6", "method": "ωB97M-V/def2-TZVPD", "symbols": ["O", "H", "H", "O", "H", "H", "O", "H", "H", "O", "H", "H", "O", "H", "H", "O", "H", "H"], "coordinates": [[-1.30, 1.20, 1.13], [-1.01, 0.58, 0.45], [-0.54, 1.18, 1.72], [0.94, -0.61, 0.11], [1.09, -0.24, 0.97], [0.84, 0.14, -0.53], [0.60, 0.33, 2.89], [0.86, 0.93, 3.64], [0.40, -0.51, 3.33], [-2.00, -0.29, -1.48], [-2.89, -0.13, -1.21], [-1.75, 0.63, -1.58], [1.20, -2.85, -1.26], [0.30, -2.73, -1.62], [1.27, -2.03, -0.72], [0.51, 1.29, -1.63], [0.72, 0.91, -2.51], [0.77, 2.19, -1.70]], "lowdin_charge": [-0.07, -0.02, -0.02, -0.07, 0.01, 0.01, -0.06, 0.10, 0.08, -0.04, 0.03, 0.01, -0.11, 0.02, -0.03, -0.01, 0.10, 0.06], "e_homo_ev": -10.0, "smiles": "O.O.O.O.O.O", "homo_lumo_gap_ha": 0.375}



*iv*
{"formula": "H12O6", "method": "ωB97M-V/def2-TZVPD", "symbols": ["O", "H", "H", "O", "H", "H", "O", "H", "H", "O", "H", "H", "O", "H", "H", "O", "H", "H"], "coordinates": [[-31.44, 5.34, 0.98], [-32.20, 5.46, 0.41], [-31.00, 6.19, 0.98], [-29.59, 4.69, -0.70], [-29.80, 3.80, -0.97], [-30.26, 4.91, -0.05], [-28.32, 4.07, -2.75], [-27.62, 3.45, -2.57], [-28.63, 4.34, -1.88], [-30.50, 2.78, -0.67], [-30.63, 2.02, -0.11], [-30.83, 2.51, -1.53], [-29.16, 6.76, -0.79], [-29.21, 5.80, -0.86], [-29.55, 7.08, -1.60], [-31.84, 3.29, 1.81], [-31.72, 4.01, 2.43], [-31.56, 3.64, 0.97]], "lowdin_charge": [-0.04, 0.11, 0.09, -0.05, -0.08, 0.03, -0.04, 0.04, -0.03, 0.05, 0.11, 0.12, -0.07, -0.20, 0.03, -0.08, 0.04, -0.03], "e_homo_ev": -9.9, "homo_lumo_gap_ha": 0.369}



Quick one: least stable of them? *iv*



*i*
{"formula": "H12O6", "method": "ωB97M-V/def2-TZVPD", "symbols": ["O", "H", "H", "O", "H", "H", "O", "H", "H", "O", "H", "H", "O", "H", "H", "O", "H", "H"], "coordinates": [[2.28, 1.18, -1.32], [1.76, 1.96, -1.47], [1.60, 0.54, -1.05], [0.54, -0.55, -0.19], [-0.07, -0.93, -0.83], [0.68, -1.19, 0.51], [-2.17, -0.38, -1.95], [-1.80, 0.30, -2.59], [-3.11, -0.19, -1.95], [1.18, -2.12, 1.87], [1.67, -2.63, 2.50], [0.38, -2.17, 2.32], [1.68, 0.61, 2.10], [1.57, -0.32, 2.01], [1.12, 1.01, 1.42], [-2.16, 1.91, -0.55], [-2.14, 1.00, -0.76], [-3.01, 1.97, -0.06]], "lowdin_charge": [-0.06, 0.01, -0.03, -0.05, 0.04, 0.00, -0.06, 0.10, 0.05, 0.00, 0.09, 0.04, -0.05, -0.05, 0.03, -0.06, -0.06, 0.05], "e_homo_ev": -10.3, "smiles": "O.O.O.O.O.O", "homo_lumo_gap_ha": 0.381}



*ii*
{"formula": "H12O6", "method": "ωB97M-V/def2-TZVPD", "symbols": ["H", "H", "H", "H", "H", "H", "H", "H", "H", "H", "H", "H", "O", "O", "O", "O", "O", "O"], "coordinates": [[-0.80, 2.78, 0.08], [0.32, 1.67, -1.41], [2.26, 0.94, 0.23], [2.77, 1.97, -0.85], [1.52, -1.31, 0.46], [2.42, -1.02, 1.79], [-2.14, 0.95, 1.84], [-1.84, 1.12, 0.51], [0.86, -2.90, -0.06], [-0.39, -1.84, -0.75], [-2.12, -1.08, 0.51], [-2.39, -1.29, -1.58], [-0.74, 2.04, -0.98], [1.94, 1.77, -0.31], [2.39, -0.84, 0.83], [-2.67, 0.80, 1.01], [0.66, -2.07, -0.80], [-2.04, -1.69, -0.52]], "lowdin_charge": [0.23, 0.17, 0.06, 0.07, 0.04, 0.04, 0.06, 0.02, 0.16, 0.04, 0.19, 0.21, -0.36, -0.16, -0.14, -0.12, -0.22, -0.30], "e_homo_ev": -10.8, "homo_lumo_gap_ha": 0.392}



*iii*
{"formula": "H12O6", "method": "ωB97M-V/def2-TZVPD", "symbols": ["O", "H", "H", "O", "H", "H", "O", "H", "H", "O", "H", "H", "O", "H", "H", "O", "H", "H"], "coordinates": [[-0.34, -0.70, 1.54], [-1.22, -0.81, 1.15], [-0.35, -1.22, 2.33], [1.32, 1.40, 0.79], [0.79, 1.00, 1.48], [1.88, 0.70, 0.43], [-0.97, 1.48, -0.73], [-0.08, 1.55, -0.23], [-1.05, 2.32, -1.22], [0.17, -1.03, -1.12], [-0.08, -0.96, -0.24], [-0.27, -0.27, -1.52], [-2.59, -0.50, -0.05], [-2.25, 0.41, -0.18], [-2.72, -0.79, -0.92], [2.81, -0.49, -0.51], [1.98, -0.72, -0.97], [2.99, -1.37, -0.05]], "lowdin_charge": [-0.04, 0.02, 0.07, -0.06, 0.02, 0.01, -0.10, 0.05, 0.08, -0.04, -0.05, 0.04, -0.05, 0.02, 0.03, -0.09, 0.00, 0.10], "e_homo_ev": -11.2, "smiles": "O.O.O.O.O.O", "homo_lumo_gap_ha": 0.429}



Quick one: least stable of them? *ii*



*i*
{"formula": "H12O6", "method": "ωB97M-V/def2-TZVPD", "symbols": ["O", "H", "H", "O", "H", "H", "O", "H", "H", "O", "H", "H", "O", "H", "H", "O", "H", "H"], "coordinates": [[3.00, 31.61, 31.91], [2.92, 31.38, 30.96], [2.24, 31.34, 32.43], [0.48, 31.31, 33.22], [-0.24, 30.82, 33.77], [0.75, 30.49, 33.33], [2.40, 28.13, 30.98], [1.68, 28.58, 30.60], [2.16, 27.31, 30.82], [0.42, 27.08, 35.17], [1.00, 27.92, 34.71], [0.22, 27.48, 36.03], [1.90, 29.31, 33.65], [2.76, 29.41, 34.16], [2.40, 28.89, 32.92], [4.38, 29.74, 35.05], [4.86, 30.28, 34.28], [4.83, 29.12, 35.34]], "lowdin_charge": [-0.07, 0.05, -0.02, -0.05, 0.12, -0.14, 0.05, 0.04, -0.03, -0.17, 0.10, 0.01, -0.10, 0.06, 0.05, 0.02, 0.16, -0.09], "e_homo_ev": -10.9, "smiles": "O.O.O.O.O.O", "homo_lumo_gap_ha": 0.412}



*ii*
{"formula": "H12O6", "method": "ωB97M-V/def2-TZVPD", "symbols": ["O", "H", "H", "O", "H", "H", "O", "H", "H", "O", "H", "H", "O", "H", "H", "O", "H", "H"], "coordinates": [[2.70, 0.14, -2.29], [2.18, 0.02, -1.50], [3.49, 0.60, -1.99], [-3.67, 0.01, 0.19], [-2.80, -0.09, 0.57], [-3.69, 0.91, -0.14], [1.80, -2.83, -0.06], [1.49, -1.94, -0.24], [1.05, -3.39, -0.24], [0.71, -0.20, -0.41], [-0.10, -0.53, -0.01], [0.67, 0.75, -0.28], [-1.59, -0.53, 2.00], [-1.51, -0.10, 2.85], [-1.10, -1.34, 2.09], [-0.08, 2.64, -0.44], [0.66, 3.23, -0.59], [-0.21, 2.64, 0.51]], "lowdin_charge": [-0.05, -0.03, 0.03, -0.06, -0.03, 0.03, -0.05, -0.03, 0.03, -0.05, 0.04, 0.02, -0.03, 0.06, 0.06, -0.03, 0.05, 0.04], "e_homo_ev": -10.9, "smiles": "O.O.O.O.O.O", "homo_lumo_gap_ha": 0.398}



Quick one: least stable of them? *i*



*i*
{"formula": "C4H9NO2", "method": "ωB97M-V/def2-TZVPD", "symbols": ["C", "O", "C", "C", "C", "N", "O", "H", "H", "H", "H", "H", "H", "H", "H", "H"], "coordinates": [[1.64, 0.69, 0.74], [0.73, 1.81, 0.91], [0.94, -0.58, 0.16], [-0.06, -0.36, -1.05], [-1.26, 0.18, -0.43], [-2.14, -0.77, 0.24], [-1.49, 1.41, -0.50], [2.36, 1.14, 0.02], [2.26, 0.60, 1.76], [-0.22, 1.68, 0.51], [1.79, -1.24, -0.24], [0.56, -1.36, 1.05], [0.37, 0.25, -1.71], [-0.32, -1.28, -1.67], [-2.14, -1.79, -0.02], [-3.02, -0.38, 0.23]], "lowdin_charge": [-0.10, 0.21, -0.14, -0.10, -0.46, 0.19, 0.06, 0.18, 0.22, 0.12, 0.14, 0.19, 0.09, 0.17, 0.15, 0.07], "e_homo_ev": [-15.1, -15.0], "s_squared": 0.755, "spin_multiplicity": 2, "charge": 1, "homo_lumo_gap_ha": [0.432, 0.210]}



*ii*
{"formula": "C4H9NO2", "method": "ωB97M-V/def2-TZVPD", "symbols": ["C", "O", "C", "C", "C", "N", "O", "H", "H", "H", "H", "H", "H", "H", "H", "H"], "coordinates": [[-1.58, -0.36, 0.00], [-2.74, 0.25, 0.45], [-0.34, 0.58, 0.16], [1.01, -0.65, 1.03], [1.13, -0.09, -0.26], [2.11, 0.91, -0.38], [0.96, -0.88, -1.32], [-1.70, -0.68, -1.02], [-1.37, -1.30, 0.51], [-2.80, 0.17, 1.41], [-0.39, 1.08, 1.11], [-0.45, 1.37, -0.60], [1.32, -0.07, 1.88], [0.67, -1.68, 1.09], [1.85, 1.70, -0.93], [2.73, 1.15, 0.37]], "lowdin_charge": [-0.26, 0.00, 0.00, 0.31, -0.65, 0.16, 0.23, 0.13, 0.12, 0.12, 0.14, 0.17, 0.14, 0.15, 0.12, 0.12], "e_homo_ev": [-14.8, -14.9], "s_squared": 0.760, "spin_multiplicity": 2, "charge": 1, "homo_lumo_gap_ha": [0.297, 0.261]}



Quick one: least stable of them? *ii*



*i*
{"formula": "C6H12Br6", "method": "ωB97M-V/def2-TZVPD", "symbols": ["Br", "C", "C", "Br", "H", "H", "H", "H", "Br", "C", "C", "Br", "H", "H", "H", "H", "Br", "C", "C", "Br", "H", "H", "H", "H"], "coordinates": [[3.41, 25.83, 14.52], [3.25, 25.13, 12.66], [4.18, 24.06, 12.12], [4.15, 22.40, 13.29], [3.26, 26.04, 12.06], [2.21, 24.86, 12.47], [5.17, 24.51, 12.08], [3.90, 23.74, 11.12], [9.60, 23.62, 16.33], [8.10, 23.67, 15.04], [8.53, 24.41, 13.78], [10.02, 23.43, 12.82], [7.23, 24.09, 15.55], [7.86, 22.66, 14.71], [8.68, 25.49, 13.84], [7.71, 24.28, 13.08], [10.59, 22.35, 21.94], [10.43, 23.00, 20.01], [11.52, 24.02, 19.56], [13.36, 23.44, 19.65], [9.43, 23.35, 19.76], [10.61, 22.19, 19.32], [11.42, 24.76, 20.36], [11.38, 24.49, 18.59]], "lowdin_charge": [0.55, -0.69, -0.60, 0.53, 0.05, 0.06, 0.04, 0.06, 0.60, -0.63, -0.62, 0.56, 0.07, 0.06, 0.07, 0.04, 0.69, -0.58, -0.59, 1.07, 0.07, 0.05, 0.08, 0.04], "e_homo_ev": [-12.0, -12.0], "s_squared": 0.754, "spin_multiplicity": 2, "charge": 1, "homo_lumo_gap_ha": [0.294, 0.070]}



*ii*
{"formula": "C6H12Br6", "method": "ωB97M-V/def2-TZVPD", "symbols": ["Br", "C", "C", "Br", "H", "H", "H", "H", "Br", "C", "C", "Br", "H", "H", "H", "H", "Br", "C", "C", "Br", "H", "H", "H", "H"], "coordinates": [[14.46, -5.82, -15.13], [16.33, -5.75, -14.31], [17.15, -4.75, -15.14], [19.05, -4.83, -14.73], [16.73, -6.76, -14.30], [16.24, -5.39, -13.28], [16.69, -3.78, -14.96], [17.09, -5.04, -16.19], [15.03, -2.08, -13.20], [15.20, -0.92, -11.64], [15.79, 0.38, -12.13], [16.10, 1.56, -10.60], [15.77, -1.48, -10.89], [14.18, -0.83, -11.25], [15.11, 0.84, -12.84], [16.76, 0.18, -12.59], [11.27, 1.50, -13.94], [11.57, 3.16, -12.90], [12.95, 3.07, -12.14], [13.16, 4.78, -11.02], [10.81, 3.25, -12.13], [11.44, 4.04, -13.53], [13.85, 2.93, -12.74], [13.01, 2.27, -11.41]], "lowdin_charge": [0.94, -0.51, -0.72, 0.72, 0.08, 0.07, 0.01, 0.05, 0.78, -0.64, -0.70, 0.70, 0.07, 0.07, 0.05, 0.06, 0.56, -0.65, -0.62, 0.54, 0.05, 0.06, 0.03, 0.02], "e_homo_ev": [-12.3, -12.3], "s_squared": 0.754, "spin_multiplicity": 2, "charge": 1, "homo_lumo_gap_ha": [0.294, 0.072]}



Quick one: least stable of them? *i*